Formula: C4H31N2O11
Source: the OMol25 dataset
Level of theory: wB97M-V/def2-TZVPD

Element x y z (Å)
N  -1.266  -0.476  -0.070
C  -1.895  0.898  -0.214
C  -1.165  1.647  -1.337
N  -0.131  2.471  -1.043
C  0.337  2.821  0.284
C  0.027  4.301  0.670
O  -1.641  1.543  -2.454
H  -0.255  -0.298  -0.242
H  -1.637  -1.118  -0.768
H  -1.531  -0.730  0.880
H  -2.921  0.878  -0.559
H  -1.848  1.273  0.799
H  0.114  3.091  -1.802
H  0.011  2.233  1.137
H  1.428  2.779  0.239
H  -0.774  4.713  0.040
H  0.808  4.989  0.343
H  -0.167  4.411  1.730
H  -0.630  -1.443  -3.719
H  0.462  -0.482  -3.069
O  0.185  -1.389  -3.214
H  -2.499  0.076  -2.775
H  -3.225  -1.353  -3.059
O  -2.673  -0.845  -2.460
H  2.013  -1.071  0.171
H  2.050  -0.047  -0.967
O  1.458  -0.417  -0.282
H  2.919  -3.347  0.458
H  1.531  -2.853  0.661
O  2.431  -2.716  1.004
H  0.566  -1.582  2.155
H  0.066  -2.622  3.160
O  -0.233  -1.907  2.586
H  -3.640  -1.644  2.224
H  -3.109  -0.232  2.564
O  -3.297  -0.840  1.823
H  4.655  -1.295  1.652
H  4.624  0.258  1.514
O  4.795  -0.468  2.119
H  -1.280  0.421  3.459
H  -1.796  -0.906  3.918
O  -1.956  0.046  4.035
H  -0.192  -2.258  -1.701
H  -0.669  -3.453  -0.948
O  -0.117  -2.666  -0.818
H  2.777  0.208  -3.179
H  4.062  -0.517  -2.567
O  3.226  -0.084  -2.380

Its total charge is +1. The energy above the lowest of the compared OMol25 structures with the same formula, charge and spin is 22.9 kcal per mole.